No. 1
{"formula": "C26H82INO21", "method": "wB97M-V/def2-TZVPD", "species": ["N", "H", "H", "H", "H", "I", "C", "C", "O", "H", "H", "H", "H", "H", "H", "C", "C", "O", "H", "H", "H", "H", "H", "H", "C", "C", "O", "H", "H", "H", "H", "H", "H", "C", "C", "O", "H", "H", "H", "H", "H", "H", "C", "C", "O", "H", "H", "H", "H", "H", "H", "C", "C", "O", "O", "H", "H", "H", "H", "H", "H", "C", "C", "O", "O", "H", "H", "H", "H", "H", "H", "C", "C", "O", "O", "H", "H", "H", "H", "H", "H", "C", "C", "O", "O", "H", "H", "H", "H", "H", "H", "C", "C", "O", "O", "H", "H", "H", "H", "H", "H", "C", "C", "O", "O", "H", "H", "H", "H", "H", "H", "C", "C", "O", "O", "H", "H", "H", "H", "H", "H", "C", "C", "O", "O", "H", "H", "H", "H", "H", "H"], "coordinates": [[-20.787, 3.509, -26.863], [-21.551, 2.903, -26.599], [-20.570, 3.382, -27.842], [-19.983, 3.197, -26.338], [-20.723, 4.468, -26.556], [-25.215, 4.410, -28.605], [-21.160, -2.670, -26.323], [-22.525, -3.348, -26.145], [-22.888, -3.776, -27.411], [-20.719, -2.248, -25.420], [-21.131, -1.915, -27.109], [-20.435, -3.386, -26.710], [-23.235, -2.743, -25.581], [-22.434, -4.298, -25.618], [-22.999, -4.727, -27.333], [-20.727, 4.737, -21.764], [-21.163, 6.022, -20.932], [-22.377, 5.618, -20.469], [-20.872, 4.891, -22.833], [-21.298, 3.876, -21.416], [-19.710, 4.416, -21.540], [-21.165, 6.966, -21.478], [-20.409, 6.306, -20.198], [-23.028, 5.560, -21.173], [-25.383, 8.997, -28.539], [-24.713, 8.365, -27.435], [-23.536, 7.788, -27.897], [-26.185, 9.692, -28.292], [-25.759, 8.173, -29.145], [-24.839, 9.718, -29.151], [-25.447, 7.753, -26.911], [-24.228, 9.025, -26.716], [-23.892, 7.087, -28.447], [-20.031, -0.737, -29.369], [-21.307, -1.618, -29.583], [-21.535, -1.501, -30.985], [-19.482, -0.733, -30.311], [-19.347, -1.302, -28.737], [-20.199, 0.310, -29.114], [-22.159, -1.209, -29.041], [-21.123, -2.684, -29.447], [-22.479, -1.621, -31.107], [-25.543, 5.507, -24.266], [-24.137, 5.914, -23.679], [-23.916, 4.946, -22.655], [-25.494, 5.330, -25.341], [-26.357, 6.206, -24.070], [-25.665, 4.442, -24.072], [-24.117, 6.908, -23.232], [-23.369, 5.861, -24.451], [-23.899, 4.118, -23.141], [-23.871, 1.762, -31.268], [-22.482, 2.454, -31.053], [-22.456, 3.836, -30.913], [-24.480, 1.269, -30.010], [-23.851, 0.945, -31.990], [-24.471, 2.622, -31.564], [-21.718, 2.277, -31.809], [-22.100, 2.100, -30.095], [-23.221, 4.059, -30.378], [-24.489, 1.977, -29.363], [-15.281, 5.141, -25.983], [-15.468, 5.831, -24.653], [-16.596, 5.293, -23.999], [-14.381, 5.919, -26.795], [-16.180, 4.901, -26.549], [-14.787, 4.171, -25.944], [-15.640, 6.891, -24.844], [-14.589, 5.788, -24.010], [-16.353, 4.439, -23.633], [-14.899, 6.674, -27.084], [-18.648, 5.436, -30.641], [-19.193, 4.024, -30.546], [-20.280, 3.958, -29.627], [-18.017, 5.767, -29.389], [-19.356, 6.122, -31.106], [-17.734, 5.339, -31.227], [-18.506, 3.295, -30.115], [-19.373, 3.586, -31.528], [-21.097, 4.073, -30.118], [-17.314, 6.380, -29.617], [-16.944, -1.374, -25.784], [-16.692, -0.200, -26.735], [-16.170, 0.932, -26.132], [-15.975, -1.499, -24.804], [-17.101, -2.320, -26.303], [-17.785, -1.133, -25.134], [-17.515, -0.032, -27.429], [-15.806, -0.539, -27.271], [-15.618, 1.366, -26.788], [-15.720, -0.603, -24.574], [-19.560, 6.475, -25.080], [-20.279, 7.089, -26.283], [-21.484, 6.381, -26.417], [-19.204, 5.111, -25.105], [-20.160, 6.646, -24.187], [-18.636, 7.018, -24.879], [-19.566, 6.654, -26.983], [-20.364, 8.172, -26.191], [-21.992, 6.902, -27.043], [-18.400, 5.020, -24.588], [-17.871, 2.316, -23.080], [-18.547, 1.556, -24.266], [-18.613, 2.333, -25.399], [-16.568, 2.689, -23.384], [-17.728, 1.645, -22.233], [-18.373, 3.244, -22.810], [-19.493, 1.165, -23.893], [-17.879, 0.725, -24.491], [-17.672, 2.442, -25.552], [-15.878, 2.024, -23.318], [-15.292, 1.754, -29.590], [-15.217, 2.882, -30.619], [-15.930, 2.481, -31.731], [-14.719, 2.053, -28.394], [-15.014, 0.788, -30.009], [-16.329, 1.618, -29.282], [-14.188, 3.052, -30.937], [-15.612, 3.802, -30.188], [-15.325, 1.969, -32.274], [-13.826, 1.711, -28.483], [-23.239, 1.261, -26.096], [-22.457, 1.610, -24.809], [-23.095, 2.544, -23.988], [-23.013, 1.978, -27.208], [-24.277, 1.138, -25.785], [-22.954, 0.257, -26.409], [-21.446, 1.870, -25.120], [-22.307, 0.720, -24.198], [-22.944, 2.300, -23.071], [-23.831, 2.476, -27.278]], "e_lumo_ha": -0.006, "homo_ev": -7.578}

=====

No. 2
{"formula": "C26H8CuF15GeN2OS5Se", "method": "wB97M-V/def2-TZVPD", "species": ["Cu", "O", "C", "S", "C", "C", "S", "S", "S", "F", "C", "C", "C", "F", "C", "F", "C", "F", "C", "F", "Ge", "S", "C", "C", "F", "C", "F", "C", "F", "C", "F", "C", "F", "C", "C", "F", "C", "F", "C", "F", "C", "F", "C", "F", "C", "N", "C", "C", "N", "C", "C", "Se", "H", "H", "H", "H", "H", "H", "H", "H"], "coordinates": [[0.749, -2.114, 0.070], [3.387, -7.016, -3.447], [2.926, -6.162, -2.713], [3.875, -4.889, -1.955], [2.563, -4.054, -1.117], [1.327, -4.586, -1.260], [-0.166, -3.989, -0.609], [1.231, -6.046, -2.259], [2.988, -2.631, -0.217], [-2.743, -0.688, 1.393], [-3.394, 0.460, 1.230], [-2.927, 1.379, 0.308], [-3.671, 2.532, 0.132], [-3.307, 3.430, -0.800], [-4.817, 2.792, 0.859], [-5.522, 3.918, 0.673], [-5.242, 1.866, 1.795], [-6.337, 2.109, 2.523], [-4.540, 0.687, 1.976], [-4.989, -0.205, 2.864], [-1.196, 1.142, -0.697], [0.497, 0.060, -0.045], [-1.820, 0.929, -2.600], [-0.865, 0.994, -3.606], [0.411, 1.177, -3.272], [-1.187, 0.903, -4.946], [-0.253, 1.010, -5.897], [-2.510, 0.720, -5.310], [-2.852, 0.678, -6.601], [-3.480, 0.588, -4.334], [-4.758, 0.396, -4.690], [-3.120, 0.676, -3.001], [-4.095, 0.522, -2.092], [-0.519, 3.048, -0.533], [-0.141, 3.434, 0.746], [-0.526, 2.682, 1.787], [0.595, 4.573, 1.008], [0.955, 4.901, 2.256], [0.962, 5.394, -0.045], [1.675, 6.503, 0.183], [0.557, 5.074, -1.327], [0.861, 5.904, -2.338], [-0.164, 3.915, -1.551], [-0.557, 3.675, -2.811], [2.849, -4.680, 2.971], [3.259, -3.317, 3.189], [4.548, -2.837, 3.144], [4.478, -1.493, 3.201], [3.144, -1.151, 3.274], [2.610, 0.189, 3.239], [2.394, -2.278, 3.238], [0.576, -2.400, 3.378], [3.706, -5.338, 3.100], [2.460, -4.780, 1.954], [2.058, -4.938, 3.673], [5.394, -3.492, 3.047], [5.252, -0.748, 3.178], [3.410, 0.897, 3.450], [1.812, 0.284, 3.976], [2.188, 0.395, 2.258]], "charge": -2, "e_lumo_ha": 0.140, "homo_ev": -0.820}

=====

No. 3
{"formula": "C27H108N54O27", "method": "wB97M-V/def2-TZVPD", "species": ["C", "O", "N", "N", "H", "H", "H", "H", "C", "O", "N", "N", "H", "H", "H", "H", "C", "O", "N", "N", "H", "H", "H", "H", "C", "O", "N", "N", "H", "H", "H", "H", "C", "O", "N", "N", "H", "H", "H", "H", "C", "O", "N", "N", "H", "H", "H", "H", "C", "O", "N", "N", "H", "H", "H", "H", "C", "O", "N", "N", "H", "H", "H", "H", "C", "O", "N", "N", "H", "H", "H", "H", "C", "O", "N", "N", "H", "H", "H", "H", "C", "O", "N", "N", "H", "H", "H", "H", "C", "O", "N", "N", "H", "H", "H", "H", "C", "O", "N", "N", "H", "H", "H", "H", "C", "O", "N", "N", "H", "H", "H", "H", "C", "O", "N", "N", "H", "H", "H", "H", "C", "O", "N", "N", "H", "H", "H", "H", "C", "O", "N", "N", "H", "H", "H", "H", "C", "O", "N", "N", "H", "H", "H", "H", "C", "O", "N", "N", "H", "H", "H", "H", "C", "O", "N", "N", "H", "H", "H", "H", "C", "O", "N", "N", "H", "H", "H", "H", "C", "O", "N", "N", "H", "H", "H", "H", "C", "O", "N", "N", "H", "H", "H", "H", "C", "O", "N", "N", "H", "H", "H", "H", "C", "O", "N", "N", "H", "H", "H", "H", "C", "O", "N", "N", "H", "H", "H", "H", "C", "O", "N", "N", "H", "H", "H", "H"], "coordinates": [[-3.629, 4.973, 2.696], [-3.075, 3.943, 3.063], [-4.547, 5.685, 3.217], [-3.361, 5.493, 1.471], [-4.778, 5.282, 4.114], [-4.866, 6.554, 2.814], [-2.766, 4.934, 0.877], [-4.049, 6.141, 1.114], [-3.187, 0.175, 2.675], [-3.525, 0.239, 3.839], [-2.868, 1.223, 1.957], [-2.865, -0.908, 2.149], [-2.699, 1.056, 0.976], [-3.151, 2.088, 2.395], [-2.893, -1.817, 2.587], [-2.418, -0.702, 1.267], [2.476, -6.821, 3.195], [1.776, -7.429, 2.434], [2.929, -5.576, 3.055], [2.895, -7.290, 4.267], [2.730, -5.155, 2.158], [3.360, -5.084, 3.825], [2.872, -8.288, 4.419], [3.511, -6.637, 4.731], [-7.192, 3.702, 0.369], [-7.620, 4.290, -0.580], [-5.982, 3.270, 0.472], [-7.844, 3.703, 1.519], [-5.382, 3.346, -0.337], [-5.875, 2.643, 1.257], [-8.725, 4.175, 1.375], [-7.712, 3.053, 2.280], [3.338, 0.967, -3.258], [2.477, 0.759, -2.419], [4.588, 0.885, -3.073], [3.121, 1.514, -4.364], [5.199, 1.207, -3.809], [4.930, 0.593, -2.169], [3.867, 1.812, -4.977], [2.169, 1.561, -4.698], [-6.110, -0.721, -1.154], [-6.675, -1.806, -1.446], [-6.660, 0.278, -0.561], [-4.868, -0.499, -1.348], [-6.281, 1.127, -0.168], [-7.603, -0.010, -0.341], [-4.353, -1.293, -1.700], [-4.360, 0.373, -1.325], [0.456, 4.463, 0.618], [-0.695, 4.728, 0.094], [0.846, 4.642, 1.824], [1.570, 4.405, -0.130], [1.601, 4.047, 2.134], [0.050, 4.899, 2.391], [1.506, 4.475, -1.135], [2.418, 4.429, 0.419], [-0.755, 7.288, -2.851], [-0.962, 8.059, -1.906], [-0.713, 7.583, -4.060], [-0.619, 5.992, -2.657], [-1.126, 6.867, -4.640], [-0.762, 8.518, -4.439], [-0.700, 5.738, -1.683], [-0.449, 5.366, -3.431], [-5.510, -2.535, 3.529], [-4.769, -3.444, 3.919], [-5.837, -2.310, 2.263], [-6.336, -1.857, 4.333], [-5.282, -2.824, 1.593], [-6.561, -1.681, 1.946], [-6.147, -1.903, 5.324], [-7.076, -1.405, 3.815], [1.511, -4.216, -3.005], [2.012, -3.129, -3.220], [2.137, -5.162, -2.455], [0.314, -4.507, -3.497], [3.118, -5.076, -2.234], [1.790, -6.111, -2.435], [-0.164, -5.306, -3.106], [-0.339, -3.833, -3.870], [5.323, -2.269, -2.865], [6.486, -2.079, -2.613], [4.372, -2.175, -2.008], [4.827, -2.697, -3.956], [4.573, -2.015, -1.031], [3.471, -2.503, -2.325], [3.821, -2.788, -3.982], [5.440, -2.711, -4.758], [6.539, -3.001, 0.852], [5.363, -2.640, 0.877], [6.918, -3.763, -0.065], [7.286, -3.078, 1.853], [6.329, -4.238, -0.734], [7.908, -3.940, -0.165], [6.702, -2.846, 2.644], [8.283, -3.231, 1.904], [-1.811, 1.365, -4.592], [-2.060, 1.713, -5.698], [-0.771, 1.653, -3.853], [-2.420, 0.358, -4.070], [-0.084, 2.294, -4.225], [-0.662, 1.348, -2.896], [-3.184, -0.083, -4.561], [-2.211, -0.047, -3.169], [-3.665, 2.966, -1.716], [-3.392, 1.951, -1.018], [-2.968, 4.066, -1.717], [-4.531, 2.928, -2.637], [-2.386, 4.250, -0.911], [-3.213, 4.887, -2.252], [-4.562, 3.800, -3.145], [-4.940, 2.114, -3.075], [3.750, 6.742, -4.238], [2.993, 6.804, -5.185], [3.771, 5.707, -3.438], [4.596, 7.590, -3.808], [4.433, 5.615, -2.681], [3.132, 4.932, -3.545], [5.247, 7.108, -3.204], [4.831, 8.468, -4.249], [2.038, -8.232, -0.892], [2.033, -8.234, -2.143], [2.610, -7.304, -0.171], [1.497, -9.126, -0.093], [2.795, -6.480, -0.726], [2.314, -7.258, 0.793], [1.062, -9.875, -0.611], [1.358, -9.008, 0.901], [-0.079, -0.291, -0.383], [-0.857, -0.838, 0.392], [-0.213, 0.944, -0.742], [0.851, -0.924, -0.924], [-1.001, 1.477, -0.405], [0.555, 1.478, -1.123], [1.407, -0.372, -1.562], [0.992, -1.876, -0.618], [-3.523, -4.403, -1.602], [-3.043, -3.880, -2.596], [-3.236, -5.466, -1.007], [-4.503, -3.913, -0.880], [-2.501, -6.007, -1.440], [-3.722, -5.913, -0.243], [-5.303, -3.449, -1.285], [-4.564, -4.136, 0.103], [3.815, 0.788, 1.200], [4.973, 1.009, 0.858], [3.265, -0.407, 1.077], [3.084, 1.655, 1.701], [3.899, -1.193, 1.090], [2.303, -0.384, 0.769], [2.281, 1.480, 2.287], [3.299, 2.606, 1.437], [0.358, 2.373, 4.459], [1.066, 2.015, 3.508], [0.808, 2.546, 5.666], [-0.946, 2.381, 4.329], [1.815, 2.598, 5.722], [0.358, 3.187, 6.303], [-1.593, 2.645, 5.058], [-1.436, 2.279, 3.452], [0.929, -0.940, -5.943], [0.584, -0.028, -6.678], [1.383, -2.098, -6.349], [0.815, -0.799, -4.660], [1.501, -2.219, -7.345], [1.467, -2.873, -5.707], [0.488, 0.133, -4.448], [0.995, -1.373, -3.849], [-1.421, -1.847, 6.020], [-0.519, -2.468, 6.578], [-1.456, -0.512, 5.979], [-2.512, -2.278, 5.593], [-0.674, -0.073, 6.443], [-1.878, -0.033, 5.196], [-3.141, -1.582, 5.219], [-2.785, -3.250, 5.543], [-0.296, -4.174, 1.357], [0.504, -3.600, 2.053], [-0.922, -3.574, 0.396], [-0.535, -5.393, 1.311], [-0.897, -2.571, 0.512], [-1.758, -3.983, 0.004], [-1.001, -5.842, 0.536], [0.080, -5.852, 1.969], [2.460, -1.339, 4.393], [3.049, -2.279, 4.919], [2.918, -0.194, 4.580], [1.570, -1.319, 3.449], [2.603, 0.626, 4.081], [3.897, -0.151, 4.824], [1.192, -2.210, 3.158], [1.153, -0.445, 3.165], [0.333, 4.156, -6.221], [0.361, 4.210, -5.013], [0.086, 3.197, -7.021], [0.783, 5.126, -6.940], [0.190, 3.472, -7.987], [-0.168, 2.319, -6.591], [1.158, 5.947, -6.486], [0.865, 5.075, -7.945], [4.145, 5.226, 2.188], [3.583, 4.272, 1.699], [3.928, 5.679, 3.419], [4.969, 6.092, 1.677], [4.267, 6.558, 3.783], [3.139, 5.289, 3.913], [5.100, 6.122, 0.676], [5.590, 6.582, 2.305], [-0.554, -5.864, 4.837], [-0.950, -7.007, 4.727], [-1.202, -4.800, 4.377], [0.587, -5.544, 5.367], [-2.140, -4.776, 4.004], [-0.502, -4.138, 4.074], [1.048, -6.325, 5.811], [0.902, -4.584, 5.357]], "e_lumo_ha": -0.007, "homo_ev": -7.990, "de_lowest_kj_mol": 1898.6}

=====

No. 4
{"formula": "C27H14BrN5O4Sc", "method": "wB97M-V/def2-TZVPD", "species": ["Sc", "Br", "C", "C", "C", "C", "C", "N", "C", "O", "O", "H", "H", "H", "O", "N", "O", "C", "C", "C", "C", "C", "C", "N", "C", "C", "N", "C", "C", "C", "C", "H", "H", "H", "H", "H", "H", "H", "N", "C", "C", "C", "C", "C", "C", "C", "C", "C", "H", "H", "H", "H"], "coordinates": [[-0.054, -0.640, 0.280], [0.723, 1.569, -3.207], [0.008, 2.229, -1.546], [-0.228, 3.755, -1.594], [-0.866, 4.323, 0.420], [-1.138, 3.336, 1.482], [-0.665, 2.011, 1.513], [0.271, 1.464, 0.806], [-1.436, 0.956, 2.328], [-2.147, 1.266, 3.238], [-1.247, -0.250, 1.816], [-0.005, 4.215, -2.550], [-1.106, 5.328, 0.758], [-1.900, 3.567, 2.219], [2.018, 6.086, -0.125], [0.948, 5.735, -0.559], [0.104, 6.462, -1.040], [0.518, 4.308, -0.359], [-1.616, 3.981, -0.969], [-2.297, 2.644, -1.045], [-3.609, 2.259, -0.799], [-3.902, 0.903, -0.794], [-2.873, -0.017, -0.929], [-1.600, 0.346, -1.153], [-1.365, 1.655, -1.286], [1.005, 1.979, -0.350], [1.875, 0.835, -0.571], [3.108, 0.988, -0.205], [3.660, 2.215, 0.283], [2.895, 3.398, 0.333], [1.594, 3.326, -0.049], [-2.185, 4.826, -1.341], [-4.386, 2.989, -0.604], [-4.909, 0.550, -0.623], [-3.060, -1.078, -0.821], [3.749, 0.115, -0.279], [4.698, 2.222, 0.580], [3.350, 4.334, 0.615], [1.376, -10.667, 0.683], [1.226, -9.531, 0.613], [1.039, -8.101, 0.523], [0.929, -7.345, 1.686], [0.752, -5.977, 1.599], [0.686, -5.356, 0.352], [0.798, -6.122, -0.810], [0.973, -7.490, -0.726], [0.500, -3.935, 0.264], [0.340, -2.728, 0.193], [0.980, -7.833, 2.650], [0.663, -5.380, 2.497], [0.748, -5.637, -1.775], [1.059, -8.090, -1.621]], "charge": 1, "e_lumo_ha": [-0.220, -0.203], "homo_ev": [-11.150, -11.151], "de_lowest_kj_mol": 524.3}

=====

Taking the records one at a time from the top gives E_tot values of -80872.108 -293562.471 -165514.669 -134598.770 eV.